The following is a DFT calculation (the ωB97M-V functional and the def2-TZVPD basis) of 12 unconnected molecules or ions with the total composition C33H60Cl33FN3O9PS2.

Each line ends with the Löwdin charge.
Positions of all 142 atoms, in Å:
C -0.096 -4.603 4.619  -0.067
C 1.047 -3.741 4.075  -0.223
C 2.002 -4.572 3.270  -0.169
O 3.080 -3.893 2.623  -0.109
C 2.921 -2.815 1.760  -0.523
O 1.711 -2.332 1.358  -0.037
C 0.912 -2.667 0.179  -0.294
C 1.603 -2.257 -1.122  0.017
C 0.843 -4.200 0.157  -0.207
N 0.210 -4.851 -0.945  0.069
C -0.471 -1.927 0.415  -0.233
C -1.443 -2.724 1.309  -0.108
O -1.752 -4.039 0.845  -0.176
C -2.405 -4.851 1.819  -0.150
C -3.434 -5.772 1.158  -0.174
O -4.702 -5.834 1.768  -0.122
C -5.375 -4.612 1.892  -0.274
C -5.481 -3.824 0.603  -0.063
C -1.257 -1.552 -0.880  -0.066
C -1.759 -2.559 -1.890  -0.338
C -3.098 -2.095 -2.476  -0.008
F -0.880 -2.658 -2.987  -0.048
N -0.220 -0.634 1.103  -0.108
C -1.062 -0.107 2.148  -0.195
C -0.628 -0.430 3.589  -0.237
N -1.609 0.021 4.567  0.017
C 0.656 0.348 0.539  -0.432
S 0.085 1.674 -0.646  0.879
C -1.698 1.896 -0.560  -0.580
C -2.019 3.367 -0.303  -0.169
P 3.661 -1.371 2.736  0.512
O 4.986 -1.672 3.249  -0.236
O 2.644 -1.111 3.949  -0.101
O 3.649 -0.078 1.807  -0.109
S 4.302 -3.181 0.507  0.683
C 5.630 -3.923 1.410  -0.114
O 3.879 -4.196 -0.407  -0.341
O 4.771 -1.960 -0.064  -0.290
H -1.032 -4.110 4.396  0.055
H -0.059 -4.698 5.693  0.074
H -0.118 -5.565 4.125  0.069
H 1.552 -3.237 4.885  0.112
H 0.614 -2.982 3.440  0.055
H 2.483 -5.242 3.972  0.138
H 1.503 -5.250 2.594  0.111
H 2.399 -1.554 -0.929  0.081
H 2.047 -3.106 -1.606  0.082
H 0.964 -1.786 -1.851  0.077
H 0.372 -4.518 1.074  0.104
H 1.855 -4.579 0.232  0.089
H 0.321 -4.448 -1.859  0.075
H -0.682 -5.267 -0.773  0.069
H -2.393 -2.197 1.294  0.121
H -1.144 -2.760 2.351  0.103
H -2.809 -4.261 2.633  0.116
H -1.637 -5.489 2.249  0.113
H -3.055 -6.781 1.208  0.125
H -3.481 -5.535 0.099  0.116
H -6.370 -4.838 2.243  0.116
H -4.942 -3.984 2.667  0.106
H -6.436 -3.317 0.598  0.075
H -4.719 -3.069 0.538  0.056
H -5.463 -4.468 -0.264  0.082
H -0.694 -0.829 -1.453  0.093
H -2.116 -0.998 -0.538  0.107
H -1.920 -3.562 -1.541  0.112
H -3.893 -2.656 -2.004  0.070
H -3.251 -1.031 -2.377  0.063
H -3.122 -2.391 -3.513  0.083
H -1.005 0.974 2.119  0.113
H -2.130 -0.281 2.076  0.106
H -0.443 -1.482 3.742  0.072
H 0.261 0.161 3.761  0.101
H -1.424 0.955 4.890  -0.009
H -2.558 -0.080 4.245  0.057
H 1.067 0.896 1.378  0.062
H 1.542 -0.043 0.069  0.053
H -2.215 1.319 0.191  0.039
H -2.151 1.647 -1.510  0.027
H -1.458 3.725 0.546  0.062
H -3.082 3.527 -0.182  0.055
H -1.658 3.943 -1.147  0.025
H 2.790 -0.199 4.240  0.086
H 3.329 0.715 2.255  0.086
H 6.183 -4.413 0.623  0.072
H 6.242 -3.171 1.872  0.059
H 5.259 -4.677 2.082  0.071
C -0.204 2.619 7.636  -1.552
Cl 1.307 1.753 7.357  0.519
Cl 0.025 3.928 8.789  0.538
Cl -0.860 3.233 6.114  0.539
H -0.919 1.922 8.050  0.014
C -6.191 1.898 0.721  -1.540
Cl -5.150 2.070 2.138  0.520
Cl -6.785 3.471 0.206  0.534
Cl -5.335 1.082 -0.589  0.525
H -7.041 1.290 1.000  0.013
C 5.608 2.741 -0.310  -1.535
Cl 4.985 2.744 -1.959  0.528
Cl 7.356 2.545 -0.302  0.542
Cl 5.150 4.245 0.513  0.520
H 5.170 1.913 0.225  -0.005
C 7.533 7.243 -0.536  -1.552
Cl 8.501 7.742 0.854  0.537
Cl 6.639 8.618 -1.189  0.526
Cl 8.550 6.516 -1.775  0.531
H 6.822 6.499 -0.204  -0.039
C 0.314 2.411 -4.927  -1.523
Cl -0.059 0.694 -4.746  0.542
Cl -0.876 3.407 -4.098  0.506
Cl 1.905 2.839 -4.301  0.496
H 0.305 2.651 -5.981  0.015
C 10.435 10.719 -0.881  -1.567
Cl 11.407 11.229 0.499  0.522
Cl 9.522 12.076 -1.541  0.519
Cl 11.446 9.981 -2.122  0.521
H 9.730 9.975 -0.537  -0.046
C -5.860 2.099 -4.351  -1.556
Cl -6.355 0.412 -4.190  0.515
Cl -6.967 3.164 -3.485  0.521
Cl -4.203 2.317 -3.789  0.504
H -5.890 2.360 -5.398  -0.069
C 0.860 6.931 -3.130  -1.531
Cl -0.813 6.640 -2.652  0.494
Cl 1.898 5.597 -2.636  0.503
Cl 0.975 7.200 -4.872  0.526
H 1.195 7.828 -2.628  0.012
C 2.934 -6.941 -1.743  -1.566
Cl 4.513 -7.241 -1.015  0.536
Cl 3.025 -7.046 -3.501  0.529
Cl 1.737 -8.071 -1.110  0.513
H 2.622 -5.938 -1.479  -0.039
C -5.965 1.548 -8.617  -1.540
Cl -5.356 -0.090 -8.407  0.536
Cl -7.605 1.694 -7.983  0.535
Cl -4.898 2.716 -7.833  0.550
H -5.988 1.770 -9.674  0.011
C -4.346 8.770 -4.033  -1.552
Cl -4.593 7.037 -3.801  0.513
Cl -5.561 9.697 -3.153  0.526
Cl -2.720 9.234 -3.544  0.507
H -4.457 8.986 -5.086  0.010

Calculated values
**2S+1**: 1
**Orbital gap**: 8.086 eV
**E**: -18558.644723 Eh
**E_LUMO**: -0.31 eV